Formula: C25H33BeF3N3
Source: the OMol25 dataset
Level of theory: ωB97M-V with the def2-TZVPD basis set

## Properties
**Highest occupied orbital energy (alpha / beta)**: -2.2 / -2.1 eV
**Kohn-Sham gap (alpha / beta)**: 3.96 / 3.68 eV
**Relative energy (zero: lowest compared OMol25 entry of this formula, charge and spin)**: 0.0 kcal/mol
**Total charge**: -1

The geometry in XYZ format:
```
65
Properties=species:S:1:pos:R:3:forces:R:3:lowdin_charge:R:1
Be 0.096329 0.201049 -0.152835 0.57 2.03 -1.31 0.02
C -1.683092 1.550861 3.721975 -0.53 0.67 -0.66 -0.06
C -0.175965 1.420003 3.716374 0.46 0.00 -0.57 -0.17
C 0.519887 2.016205 4.810387 -0.41 -0.49 -0.77 -0.07
C 1.886419 1.888253 4.958142 0.31 -0.54 -0.14 -0.09
C 2.574259 1.138856 3.987899 0.12 1.01 0.38 -0.07
C 1.963845 0.653102 2.842570 -0.35 -0.60 -0.14 -0.18
C 2.873396 -0.132225 1.921489 -0.43 0.79 -0.67 -0.05
C 0.541320 0.757070 2.654086 1.31 0.39 2.84 -0.13
N -0.072389 0.106019 1.578385 -1.36 -2.59 0.77 0.14
C -0.923879 -0.901106 1.759384 1.00 2.10 0.23 -0.18
C -1.227286 -1.653856 3.013729 -0.12 -0.07 0.54 0.01
C -1.680605 -1.230746 0.567736 0.15 0.43 -2.70 -0.22
C -2.803836 -2.169192 0.577709 -2.03 0.42 0.05 -0.01
N -1.318948 -0.608068 -0.534389 0.28 -1.43 3.28 0.12
C -1.645640 -0.935207 -1.854521 -1.05 -1.35 -1.10 -0.20
C -0.921126 -2.064902 -2.378080 0.57 -0.37 -0.91 -0.32
C -0.150342 -3.066307 -1.783859 -0.09 0.26 1.52 -0.09
C -0.889435 -2.152682 -3.803648 -1.00 1.33 -1.20 -0.11
C -1.603975 -1.301240 -4.619554 -0.27 0.68 1.54 -0.11
C -2.464729 -0.314315 -4.021042 -0.07 -0.44 -0.49 -0.10
C -2.588036 -0.215380 -2.631002 1.71 -0.25 -0.27 -0.24
C -3.593903 0.672044 -1.962539 0.06 -0.49 -0.18 -0.04
H -1.991854 2.579471 3.979541 0.36 -0.25 -0.01 0.08
H -2.129837 0.931193 4.511132 0.00 -0.16 -0.38 0.07
H -2.155960 1.394008 2.719644 0.46 -0.29 0.88 0.08
H -0.051896 2.556327 5.565232 -0.01 -0.12 -0.24 0.10
H 2.403863 2.307472 5.839203 -0.31 -0.25 -0.63 0.10
H 3.659658 0.991098 4.065636 -0.49 0.07 0.08 0.11
H 3.832288 0.381663 1.809004 -0.05 0.01 0.15 0.08
H 2.442763 -0.209024 0.916909 0.03 -0.32 0.03 0.03
H 3.082292 -1.118403 2.304429 -0.07 -0.47 0.19 0.08
H -0.323223 -1.762537 3.631188 -0.31 0.21 -0.11 0.10
H -1.597367 -2.668776 2.760204 0.24 0.69 0.17 0.08
H -2.016219 -1.137138 3.607046 0.51 -0.36 -0.32 0.09
H -3.637456 -1.754263 1.204322 0.58 -0.16 -0.32 0.11
H -2.613178 -3.143790 1.000551 0.30 -0.37 -0.25 0.08
H -3.206192 -2.198377 -0.450661 0.29 -0.43 0.39 0.10
H 1.230329 -1.341570 -1.367967 0.38 2.66 0.98 0.09
H 0.629619 -3.509362 -2.411810 -0.49 -0.25 0.44 0.02
H -0.165896 -3.283690 -0.699113 0.31 0.32 -0.64 0.02
H -0.254169 -2.902678 -4.235414 0.13 -0.32 -0.16 0.09
H -1.548697 -1.344747 -5.697666 0.13 -0.09 -0.10 0.08
H -2.953383 0.410387 -4.684740 -0.22 -0.43 0.41 0.08
H -4.293949 0.026790 -1.417092 -0.03 0.12 0.07 0.07
H -4.164228 1.148001 -2.754604 -0.07 0.51 0.18 0.07
H -3.135759 1.351846 -1.244966 -0.20 0.17 -0.27 0.06
F -0.765515 2.402532 -1.531806 -0.43 0.55 -0.25 0.04
C -0.552619 1.948440 -0.260130 1.15 -2.13 -0.90 -0.54
F 0.137861 2.922552 0.344808 0.55 1.36 0.75 0.05
F -1.767497 1.975549 0.342792 -1.46 0.63 0.61 0.02
C 2.676143 1.742364 -1.168853 0.79 -0.40 -1.45 -0.05
C 2.249651 0.429188 -1.848691 -0.53 0.40 -1.12 -0.68
C 1.482833 0.730328 -3.198549 0.34 1.10 0.38 -0.04
C 3.510759 -0.317403 -2.279290 0.35 -1.26 1.15 -0.08
N 1.393214 -0.323259 -0.968569 -0.11 -2.68 -0.27 -0.02
H 3.328093 2.322729 -1.851236 -0.37 -0.13 0.15 0.09
H 3.257717 1.589643 -0.275357 0.11 -0.29 0.49 0.06
H 1.811669 2.304286 -0.954411 -0.78 0.83 0.37 0.03
H 2.189188 1.167834 -3.921628 -0.04 -0.03 -0.03 0.06
H 0.699337 1.506237 -3.029785 0.33 -0.86 -0.14 0.07
H 1.067752 -0.180844 -3.660795 0.01 0.32 0.47 0.07
H 4.337103 0.336789 -2.531803 -0.01 0.33 -0.50 0.06
H 3.283814 -1.006456 -3.103662 0.22 0.08 0.16 0.07
H 3.906698 -0.912616 -1.421446 -0.37 0.17 -0.46 0.08
```
Forces are in eV/Å.